42
Properties=species:S:1:pos:R:3:forces:R:3:lowdin_charge:R:1 method="wB97M-V/def2-TZVPD" spin_multiplicity=1 energy_ev=-45119.3117 e_lumo_ev=0.46 gap_ev=9.1 fmax_ha_per_bohr=0.02674
C -0.66896 6.56484 -4.39298 -0.1 0.0 0.3 -0.001
C -0.06799 5.53976 -3.50765 0.6 -0.6 -0.1 -0.312
C 0.89340 4.59388 -3.72155 -0.4 0.3 0.1 0.058
C 0.99913 3.94478 -2.46441 -0.7 0.8 -0.3 -0.297
N 1.81599 2.89874 -2.08298 -0.3 0.2 0.5 0.170
C 2.67981 2.24233 -2.89740 0.2 -0.5 0.4 -0.425
O 2.88700 2.51261 -4.05476 0.1 0.1 -0.3 0.099
C 3.40210 1.08400 -2.18674 0.3 0.4 -0.1 -0.044
O 2.51310 0.01707 -1.85439 0.0 -0.2 -0.3 0.044
C 1.84099 0.08947 -0.71024 -0.1 -0.3 0.3 -0.457
O 1.91551 1.01356 0.06265 0.0 0.1 0.0 0.109
C 0.94447 -1.11212 -0.52928 0.0 0.2 0.1 -0.166
C -0.47532 -0.79662 -1.01204 -0.1 -0.1 -0.1 -0.007
C -1.36986 -1.63424 -0.10510 0.1 0.2 -0.5 -0.420
O -2.52461 -1.90185 -0.32476 -0.3 0.0 0.0 0.091
N -0.63179 -1.99288 0.98549 0.3 -0.1 0.0 0.018
C -1.09265 -2.71502 2.09389 -0.2 -0.2 0.3 -0.179
C -0.40807 -2.64542 3.30715 0.0 0.0 -0.2 -0.017
C -0.84147 -3.36862 4.40244 -0.1 -0.1 0.0 -0.103
C -1.96719 -4.16787 4.29650 0.1 0.2 -0.2 -0.683
Cl -2.50691 -5.07455 5.66539 -0.1 -0.1 0.2 0.667
C -2.66230 -4.24224 3.10004 0.1 0.0 0.2 -0.093
C -2.22617 -3.52309 2.00489 0.0 0.0 -0.1 0.004
C 0.72033 -1.46700 0.94393 0.3 0.2 0.1 -0.085
N 0.16708 4.46906 -1.59409 0.7 -1.0 0.6 0.103
O -0.49589 5.45923 -2.23635 -0.3 0.6 -0.6 0.004
H -0.52586 7.55654 -3.96730 0.0 0.1 0.0 0.089
H -0.20588 6.52052 -5.37352 0.0 0.0 0.0 0.087
H -1.73995 6.39403 -4.48968 -0.1 0.0 -0.1 0.090
H 1.44638 4.37579 -4.60824 0.1 0.0 -0.2 0.105
H 1.73105 2.62512 -1.10749 0.2 -0.1 -0.2 0.128
H 4.13482 0.65722 -2.87280 -0.2 0.1 0.1 0.140
H 3.88900 1.45444 -1.27767 0.0 -0.1 -0.1 0.139
H 1.35550 -1.95327 -1.09078 -0.1 0.0 0.1 0.160
H -0.72771 0.25434 -0.84706 0.0 0.0 0.0 0.145
H -0.64645 -1.03162 -2.06028 -0.1 0.0 0.1 0.136
H 0.46123 -2.01736 3.41490 0.1 0.1 0.0 0.105
H -0.30696 -3.30790 5.33725 0.0 0.0 0.1 0.106
H -3.53995 -4.86402 3.02272 -0.1 -0.1 0.0 0.108
H -2.77242 -3.57823 1.07890 0.0 0.0 0.0 0.106
H 0.80997 -0.55850 1.55335 0.1 -0.2 0.0 0.136
H 1.43128 -2.21498 1.30139 0.0 0.1 0.0 0.140

8
Properties=species:S:1:pos:R:3:forces:R:3:lowdin_charge:R:1 method="wB97M-V/def2-TZVPD" spin_multiplicity=3 energy_ev=-24822.9971 total_charge=-1 de_lowest_ev=0.000 e_lumo_ev="3.60 / 1.51" gap_ev="6.3 / 6.4" fmax_ha_per_bohr=0.19308
C -1.33492 1.45579 -0.66570 0.3 0.6 -1.0 -0.557
O -2.01358 0.93902 0.06945 -2.3 -2.0 2.9 0.219
O -0.83045 2.02906 -1.50845 1.6 1.6 -2.2 0.191
O 0.81725 -0.91484 -1.27257 -0.8 0.3 -1.3 -0.413
O 0.68514 0.94578 0.49516 0.5 -1.0 -0.4 -0.443
O 1.10732 -1.57017 1.10931 5.9 7.3 -3.2 -0.440
F 0.27596 -2.57495 1.81628 -5.1 -5.9 3.2 -0.298
S 1.29328 -0.30969 -0.04348 0.0 -0.9 1.9 0.740

16
Properties=species:S:1:pos:R:3:forces:R:3:lowdin_charge:R:1 method="wB97M-V/def2-TZVPD" spin_multiplicity=1 energy_ev=-7392.7704 de_lowest_ev=1.995 e_lumo_ev=1.10 gap_ev=10.7 fmax_ha_per_bohr=0.05972
C -1.58648 1.48808 -0.12521 0.1 -0.1 0.1 -0.106
C -0.54679 0.52413 -0.72039 0.3 -0.2 -0.2 -0.234
C 0.60784 0.07218 0.18370 0.9 -0.8 -0.8 -0.264
C 1.54557 -1.07561 -0.41590 0.3 2.1 -0.4 -0.235
O 0.76070 -2.15684 0.01940 -0.8 2.0 2.2 -0.125
C 0.29587 -1.07800 1.11009 0.0 -2.1 -0.6 -0.068
H -1.12839 2.42306 0.21633 0.0 -0.2 0.0 0.070
H -2.11753 1.04407 0.72420 0.1 0.0 -0.1 0.069
H -2.34851 1.75942 -0.86874 0.2 -0.2 0.1 0.071
H -0.09182 0.99257 -1.60078 -0.1 0.0 0.0 0.108
H -1.05305 -0.38698 -1.06408 0.1 0.2 -0.1 0.116
H 1.21666 0.90664 0.56226 -0.5 -0.2 0.2 0.138
H 2.47925 -1.05575 0.17167 0.1 0.1 -0.4 0.114
H 1.74612 -0.98116 -1.48308 0.0 -0.5 -0.2 0.115
H 0.93776 -1.08796 2.00791 -0.3 -0.4 -0.4 0.122
H -0.71719 -1.38786 1.28264 -0.5 0.4 0.5 0.108

100
Properties=species:S:1:pos:R:3:forces:R:3:lowdin_charge:R:1 method="wB97M-V/def2-TZVPD" spin_multiplicity=3 energy_ev=-94671.4251 total_charge=+1 de_lowest_ev=0.201 e_lumo_ev="-2.49 / -2.50" gap_ev="5.3 / 7.3" fmax_ha_per_bohr=0.08754
C 2.36108 -1.24203 -1.42412 -0.2 0.1 0.0 -0.301
C 1.26400 0.58151 -2.42973 -0.2 0.0 0.8 -0.288
C 3.21363 -1.35581 -2.51759 -0.1 -0.2 0.1 -0.011
C 2.06450 0.49078 -3.55281 0.3 0.0 -0.6 -0.013
C 3.05127 -0.49371 -3.60347 -0.1 0.2 0.3 -0.022
H 3.94890 -2.15765 -2.52973 -0.1 0.2 -0.1 0.122
H 1.89856 1.17974 -4.38807 0.1 -0.3 0.3 0.126
H 3.68228 -0.59197 -4.48450 -0.1 0.0 0.2 0.118
N 1.44207 -0.25812 -1.37665 0.1 -0.3 -0.7 0.016
P 0.65305 -2.45247 0.48082 -0.3 0.2 -0.5 1.064
P -0.02578 2.32812 -0.53368 -0.3 -1.2 -0.5 1.157
C 2.34912 -2.22360 -0.26193 0.3 -0.6 0.0 -0.227
H 2.70071 -3.21516 -0.58362 0.2 0.3 -0.1 0.088
H 3.03563 -1.87319 0.52838 -0.3 -0.1 -0.2 0.095
C 0.06638 1.48603 -2.29964 -0.3 0.8 0.0 -0.254
H 0.08702 2.30625 -3.02450 0.1 -0.4 -0.3 0.086
C -1.66400 3.30418 -0.47760 0.2 -0.1 -0.3 -0.636
C 1.46593 3.45817 -0.36792 -0.4 0.0 -0.2 -0.633
C -0.34633 -3.54953 -0.72457 0.4 -0.4 0.5 -0.643
C 0.92058 -3.28741 2.15280 0.0 -0.1 -0.5 -0.658
C -2.74063 2.44913 0.23407 -0.1 0.0 -0.1 -0.114
H -2.59507 2.44882 1.32301 0.0 0.1 -0.3 0.047
H -3.72657 2.89336 0.02197 0.2 -0.1 0.1 0.097
H -2.76905 1.40572 -0.10580 0.1 0.3 0.0 0.044
C -1.50606 4.60669 0.32369 -0.1 0.0 0.0 -0.091
H -1.22492 4.40758 1.36700 0.0 0.1 -0.3 0.078
H -0.78498 5.29452 -0.13616 -0.2 -0.2 0.2 0.070
H -2.48631 5.10874 0.33318 0.2 -0.1 0.0 0.097
C -2.13610 3.63757 -1.90559 -0.3 0.2 0.0 -0.076
H -2.85201 4.47406 -1.84413 0.1 -0.3 -0.1 0.098
H -1.32346 3.96433 -2.56840 -0.3 -0.1 0.2 0.064
H -2.65778 2.78569 -2.36781 0.3 0.3 0.2 0.062
C 1.45207 4.03200 1.08306 0.2 0.1 0.0 -0.087
H 0.88047 3.39428 1.77850 0.2 0.3 -0.2 0.048
H 2.48308 4.07797 1.46386 -0.3 0.0 -0.1 0.087
H 1.04520 5.05323 1.11188 0.1 -0.5 0.1 0.072
C 2.75628 2.62729 -0.55717 -0.1 -0.1 0.1 -0.086
H 2.72597 1.68867 0.00561 0.1 0.2 -0.2 0.049
H 2.94646 2.41505 -1.61664 0.0 0.0 0.3 0.077
H 3.60257 3.20756 -0.15775 -0.2 -0.1 -0.3 0.098
C 1.40397 4.56045 -1.45571 0.5 0.3 -0.1 -0.070
H 0.63794 4.38462 -2.22663 0.3 0.1 0.3 0.056
H 1.23712 5.55229 -1.01203 0.0 -0.3 -0.2 0.079
H 2.37457 4.59764 -1.97524 -0.3 0.1 0.1 0.086
C -0.46802 -3.44482 2.80252 0.0 -0.2 0.2 -0.084
H -0.35024 -3.96748 3.76291 0.0 0.1 -0.2 0.097
H -0.92642 -2.46665 3.01626 0.2 -0.3 -0.2 0.052
H -1.17090 -4.02680 2.18852 0.3 0.1 0.2 0.075
C 1.79643 -2.38837 3.04856 -0.1 0.0 0.0 -0.086
H 2.74014 -2.10463 2.56173 -0.3 -0.1 0.3 0.081
H 1.26961 -1.47588 3.35393 0.2 -0.3 -0.3 0.038
H 2.03340 -2.95982 3.96130 0.0 0.2 -0.2 0.094
C 1.64193 -4.64302 2.00880 0.1 -0.2 0.4 -0.087
H 2.40554 -4.62451 1.21679 -0.3 -0.1 0.3 0.077
H 2.16407 -4.85039 2.95478 -0.1 -0.1 -0.2 0.086
H 0.94515 -5.47387 1.84003 0.3 0.3 -0.1 0.071
C 0.04017 -3.20720 -2.17268 0.0 0.2 0.0 -0.093
H 1.07224 -3.50329 -2.40361 -0.2 0.0 0.0 0.085
H -0.62775 -3.75516 -2.85540 0.2 0.1 0.2 0.102
H -0.07400 -2.13830 -2.39522 0.0 -0.3 0.1 0.048
C -1.85562 -3.25695 -0.48740 -0.2 -0.2 -0.1 -0.097
H -2.27958 -2.64874 -1.29962 0.2 -0.1 0.3 0.059
H -2.41048 -4.20831 -0.45319 0.1 0.3 0.0 0.087
H -2.07064 -2.71821 0.44996 0.1 -0.2 -0.3 0.055
C -0.05780 -5.04728 -0.51730 -0.2 -0.2 -0.3 -0.102
H 1.01786 -5.26982 -0.56318 -0.3 0.0 0.1 0.079
H -0.48319 -5.43114 0.42010 0.2 0.1 -0.3 0.069
H -0.54003 -5.59871 -1.33965 0.1 0.1 0.2 0.093
Ti -0.09652 -0.16293 0.06661 -0.3 1.0 2.3 0.366
C 1.12511 0.58282 1.63461 3.5 -1.4 -2.4 -0.787
O 2.26284 0.74370 2.03958 -1.5 0.6 1.3 -0.083
N -1.48986 -0.11080 -1.31688 0.0 0.5 -1.8 -0.021
C -1.23524 0.55195 -2.37551 0.1 -0.2 1.1 -0.375
C -2.06109 0.41027 -3.67349 0.3 0.3 0.4 -0.544
C -1.64166 1.42319 -4.72831 -0.1 0.2 -0.3 -0.058
C -1.78088 -0.98173 -4.23722 0.0 -0.3 -0.1 -0.054
C -3.55857 0.55135 -3.32106 -0.2 -0.1 0.0 -0.035
H -1.78480 2.45444 -4.38870 0.1 -0.1 -0.1 0.072
H -0.59422 1.27224 -5.01704 -0.2 0.1 0.0 0.078
H -2.26006 1.28029 -5.62430 0.2 0.1 0.1 0.095
H -2.10005 -1.76170 -3.53539 0.1 0.2 -0.1 0.068
H -2.32816 -1.12775 -5.17708 0.1 0.1 0.1 0.096
H -0.71050 -1.10580 -4.44880 -0.2 -0.1 0.0 0.085
H -4.06699 1.23278 -4.01442 0.1 -0.1 0.1 0.087
H -4.05453 -0.42360 -3.39105 0.0 0.2 0.1 0.084
H -3.71428 0.91968 -2.30009 0.0 -0.1 -0.2 0.063
C -1.73441 -0.04581 6.10882 0.0 -0.3 0.2 -0.036
N -1.20338 -0.41037 4.78661 0.0 0.2 -0.7 -0.023
C -0.20892 0.24237 4.16106 -0.5 1.1 -0.7 -0.531
S -0.49170 0.85902 2.41024 -0.9 -0.1 3.3 0.886
N 0.89043 0.65535 4.78016 -0.3 -0.3 -0.7 0.011
C 1.40939 0.14134 6.04510 0.2 -0.1 0.3 -0.040
H -1.02084 0.58237 6.64628 -0.3 -0.1 -0.1 0.080
H -1.92553 -0.96011 6.67357 0.1 0.2 0.1 0.095
H -2.68224 0.48896 5.98069 0.3 0.0 0.0 0.100
H -1.91491 -0.75400 4.13791 0.4 0.2 0.3 0.128
H 1.57003 1.13020 4.18249 -0.2 -0.1 0.0 0.129
H 0.88980 -0.78151 6.33123 0.2 0.3 -0.1 0.096
H 2.47906 -0.07267 5.92092 -0.3 0.0 0.0 0.104
H 1.30945 0.88441 6.84580 -0.1 -0.2 -0.2 0.096